Record 1
Density functional theory data (ωB97M-V/def2-TZVPD) for the molecule C6H9N.

Its HOMO-LUMO gap is 11.19 eV. As for the HOMO energy: -10.33 eV. As for the energy relative to the best compared isomer or geometry (same formula, charge and spin): 176.57 kJ/mol.

Cartesian coordinates (Å):
C1 -1.395 -0.709 -0.431
C2 -0.220 0.055 -1.023
C3 1.076 0.126 -0.281
C4 1.360 -0.754 0.910
C5 0.115 1.305 -0.290
C6 -0.851 1.491 0.759
N1 -1.646 1.704 1.573
H1 -2.379 -0.263 -0.691
H2 -1.032 -1.598 -0.942
H3 -1.481 -0.958 0.639
H4 -0.181 0.030 -2.118
H5 1.959 0.343 -0.886
H6 0.437 -1.034 1.420
H7 1.852 -1.676 0.577
H8 2.010 -0.255 1.631
H9 0.375 2.192 -0.847

Record 2
Density functional theory data (ωB97M-V/def2-TZVPD) for the molecule C22H21Cl2N5O3.

Its HOMO-LUMO gap is 8.56 eV. As for the HOMO energy: -8.08 eV.

Cartesian coordinates (Å):
C1 -1.905 -0.187 -2.608
N1 -1.677 0.516 -1.375
C2 -2.530 0.684 -0.338
N2 -3.810 0.234 -0.361
C3 -4.493 0.021 0.904
C4 -3.681 -0.822 1.936
O1 -3.052 0.012 2.866
C5 -2.722 -1.742 1.199
C6 -1.349 -1.632 1.361
C7 -0.487 -2.410 0.607
C8 -0.990 -3.317 -0.309
C9 -2.361 -3.458 -0.452
C10 -3.221 -2.675 0.296
N3 -1.990 1.364 0.670
C11 -0.728 1.632 0.269
C12 -0.490 1.125 -0.995
C13 0.771 1.235 -1.640
O2 1.079 0.808 -2.741
N4 1.689 1.928 -0.838
C14 3.040 2.081 -1.380
C15 3.911 0.932 -0.946
C16 3.926 -0.251 -1.676
C17 4.694 -1.321 -1.257
C18 5.455 -1.221 -0.102
Cl1 6.415 -2.558 0.410
C19 5.436 -0.042 0.637
Cl2 6.372 0.095 2.078
C20 4.664 1.028 0.216
C21 1.482 2.453 0.429
O3 2.361 3.038 1.026
N5 0.226 2.291 0.975
C22 -0.064 2.800 2.298
H1 -0.986 -0.134 -3.190
H2 -2.718 0.275 -3.172
H3 -2.144 -1.235 -2.411
H4 -3.970 -0.484 -1.053
H5 -5.450 -0.449 0.679
H6 -4.680 0.998 1.358
H7 -4.382 -1.431 2.521
H8 -2.557 0.682 2.358
H9 -0.955 -0.936 2.086
H10 0.581 -2.304 0.734
H11 -0.318 -3.919 -0.902
H12 -2.760 -4.179 -1.151
H13 -4.291 -2.791 0.182
H14 3.439 3.028 -1.013
H15 2.943 2.096 -2.467
H16 3.327 -0.331 -2.570
H17 4.712 -2.240 -1.823
H18 4.640 1.935 0.800
H19 0.786 3.400 2.617
H20 -0.968 3.405 2.262
H21 -0.216 1.974 2.995

Record 3
Density functional theory data (ωB97M-V/def2-TZVPD) for the molecule C4H12N2O.

Its HOMO-LUMO gap is 9.65 eV. As for the HOMO energy: -8.61 eV. As for the energy relative to the best compared isomer or geometry (same formula, charge and spin): 118.16 kJ/mol.

Cartesian coordinates (Å):
C1 -1.604 -0.898 1.336
C2 -1.148 0.325 0.535
O1 -1.903 0.296 -0.680
C3 0.369 0.339 0.307
N1 0.787 1.683 0.051
C4 0.782 -0.591 -0.867
N2 2.188 -0.384 -1.188
H1 -1.741 -1.713 0.626
H2 -2.548 -0.682 1.827
H3 -0.890 -1.193 2.105
H4 -1.442 1.232 1.073
H5 -1.521 0.961 -1.277
H6 0.852 -0.117 1.184
H7 0.174 2.453 0.231
H8 1.717 1.885 -0.256
H9 0.562 -1.631 -0.589
H10 0.167 -0.397 -1.743
H11 2.773 -0.902 -0.545
H12 2.427 -0.665 -2.129

Record 4
Density functional theory data (ωB97M-V/def2-TZVPD) for a structure of composition C27H26N7PdS.

Its HOMO-LUMO gap is 5.51 eV. Its charge is -1. As for the HOMO energy: -2.90 eV. As for the energy relative to the best compared isomer or geometry (same formula, charge and spin): 19.32 kJ/mol.

Cartesian coordinates (Å):
Pd1 0.779 -0.505 -2.013
C1 -4.400 -3.784 3.122
C2 -3.161 -3.249 2.455
C3 -1.935 -3.191 3.115
C4 -0.788 -2.737 2.492
C5 -0.778 -2.299 1.145
N1 0.321 -1.920 0.462
C6 1.364 -1.307 1.036
C7 1.334 -0.420 2.146
C8 2.456 0.266 2.564
C9 3.700 0.130 1.941
C10 4.902 0.916 2.394
C11 3.766 -0.749 0.865
C12 2.651 -1.445 0.436
N2 2.783 -2.361 -0.654
C13 3.414 -3.552 -0.651
C14 3.279 -4.090 -1.912
C15 2.530 -3.135 -2.620
N3 2.236 -2.099 -1.850
C16 -2.038 -2.362 0.496
C17 -3.176 -2.825 1.131
N4 -2.176 -1.874 -0.839
C18 -2.946 -0.827 -1.212
C19 -2.855 -0.723 -2.580
C20 -1.970 -1.757 -2.941
N5 -1.574 -2.455 -1.888
H1 -4.304 -3.754 4.209
H2 -4.600 -4.823 2.842
H3 -5.284 -3.202 2.852
H4 -1.875 -3.518 4.150
H5 0.146 -2.720 3.041
H6 0.389 -0.264 2.652
H7 2.367 0.942 3.410
H8 4.852 1.133 3.463
H9 4.993 1.877 1.875
H10 5.828 0.366 2.212
H11 4.702 -0.904 0.336
H12 3.891 -3.914 0.243
H13 3.654 -5.035 -2.263
H14 2.188 -3.148 -3.641
H15 -4.100 -2.849 0.562
H16 -3.461 -0.234 -0.476
H17 -3.306 0.023 -3.211
H18 -1.600 -2.016 -3.920
N6 1.927 2.151 -0.777
C21 0.756 2.559 -1.288
S1 -0.209 1.531 -2.173
N7 0.448 3.868 -0.966
C22 -0.654 4.653 -1.326
C23 -1.342 4.512 -2.530
C24 -2.394 5.367 -2.821
C25 -2.774 6.372 -1.943
C26 -2.080 6.519 -0.750
C27 -1.035 5.666 -0.443
H19 2.168 1.170 -0.925
H20 2.467 2.711 -0.139
H21 0.967 4.240 -0.187
H22 -1.056 3.734 -3.220
H23 -2.923 5.241 -3.758
H24 -3.599 7.030 -2.184
H25 -2.359 7.294 -0.047
H26 -0.508 5.774 0.499

Record 5
Density functional theory data (ωB97M-V/def2-TZVPD) for the ion C3H9N2 with charge +1.

Its HOMO-LUMO gap is 10.18 eV. Its charge is +1. As for the HOMO energy: -13.71 eV. As for the energy relative to the best compared isomer or geometry (same formula, charge and spin): 210.20 kJ/mol.

Cartesian coordinates (Å):
N1 -2.234 -0.318 -0.155
C1 -1.052 0.450 -0.390
C2 0.187 -0.020 0.372
C3 1.090 -1.070 -0.120
N2 1.516 0.332 -0.152
H1 -2.142 -1.290 -0.414
H2 -2.590 -0.241 0.787
H3 -1.259 1.487 -0.109
H4 -0.838 0.421 -1.465
H5 0.094 0.155 1.659
H6 1.621 -1.718 0.564
H7 0.888 -1.517 -1.086
H8 2.256 0.638 0.479
H9 1.556 0.806 -1.055

Record 6
Density functional theory data (ωB97M-V/def2-TZVPD) for a structure of composition C16H17N2Tm.

As for the spin multiplicity: 3. Its HOMO-LUMO gap (alpha / beta) is 8.00 / 8.09 eV. Its charge is +2. As for the HOMO energy (alpha / beta): -15.51 / -15.51 eV.

Cartesian coordinates (Å):
C1 -1.340 -2.431 -1.216
C2 -2.338 -1.775 -0.600
H1 -0.863 -3.313 -0.773
H2 -0.931 -2.038 -2.156
H3 -2.725 -0.836 -1.028
H4 -2.730 -2.103 0.369
Tm1 0.296 0.373 0.647
C3 1.161 0.752 -1.468
C4 -0.246 0.598 -1.629
C5 0.084 2.475 -0.302
C6 1.380 1.942 -0.677
H5 -0.737 -0.148 -2.245
H6 -1.987 1.791 -0.887
H7 -0.101 3.380 0.282
C7 -0.913 1.636 -0.909
H8 2.341 2.460 -0.530
H9 1.916 0.094 -1.904
N1 1.767 1.274 2.361
C8 1.631 0.566 3.617
C9 2.012 1.144 4.811
C10 1.763 0.450 6.021
C11 1.196 -0.819 6.024
C12 0.770 -1.444 4.812
C13 0.121 -2.696 4.681
C14 -0.385 -3.113 3.457
C15 -0.268 -2.281 2.342
N2 0.414 -1.128 2.436
C16 0.977 -0.697 3.606
H10 1.726 2.288 2.461
H11 2.654 1.107 1.874
H12 2.476 2.133 4.796
H13 2.029 0.938 6.958
H14 1.065 -1.354 6.967
H15 0.029 -3.333 5.567
H16 -0.882 -4.072 3.336
H17 -0.685 -2.515 1.356

Total energy, respectively: -288.71479, -2270.93811, -344.34002, -1953.87955, -228.90675, -1814.01566 a.u..